Molecular formula: C6H9N
Method: DFT, wB97M-V/def2-TZVPD

XYZ file:
```
16
Properties=species:S:1:pos:R:3:forces:R:3
C 0.425 2.383 -0.440 0.2414 0.0148 -0.1299
C 1.569 -2.243 -0.111 -0.1509 -0.2268 -0.2144
N -0.242 1.110 -0.220 0.2409 -0.3967 0.3609
C 0.375 -0.063 -0.214 1.5135 -0.3831 -0.4034
C -1.437 0.974 0.334 -1.7800 1.0019 0.0066
C 0.540 -1.239 0.332 -0.0936 0.0084 0.2854
C -2.503 0.219 0.418 0.0557 -0.2955 -0.1982
H -0.044 -1.517 1.216 0.0096 0.1948 0.0403
H -0.327 3.169 -0.453 -0.0417 -0.0517 0.0888
H 0.934 2.354 -1.402 0.0269 -0.0303 0.0184
H 1.159 2.570 0.351 -0.1618 -0.0101 -0.0822
H -3.400 0.579 0.901 0.1377 -0.0955 0.3639
H -2.562 -0.764 -0.059 0.0399 0.1351 -0.1120
H 1.125 -3.235 -0.233 0.0131 0.0431 -0.0222
H 2.023 -1.952 -1.055 0.0158 0.0165 -0.0104
H 2.363 -2.343 0.634 -0.0665 0.0749 0.0084
```
Forces are in eV/Å.

Energy above the lowest of the compared OMol25 structures with the same formula, charge and spin = 133.2 kcal/mol
LUMO level (spin up / spin down) = 0.2 / 0.2 eV
Orbital gap (spin up / spin down) = 8.1833 / 8.0318 eV
Highest occupied orbital energy (spin up / spin down) = -7.974 / -7.811 eV
E = -7852.38379 eV

Mulliken atomic charge list, values in e, 8 entries:
1 C -0.943
2 C -1.140
3 N 0.111
4 C -0.309
5 C 0.107
6 C 0.071
7 C -0.758
8 H 0.393

Molecular formula: C6H9N
Method: DFT, wB97M-V/def2-TZVPD

XYZ file:
```
16
Properties=species:S:1:pos:R:3:forces:R:3
C 1.935 0.407 0.008 0.1802 0.1394 0.0555
N 0.898 -0.532 -0.357 0.1147 0.1224 0.0781
C 0.020 -1.051 0.681 0.0512 -0.2657 0.2308
C -1.177 -0.100 0.848 -0.1930 0.0178 -0.3694
C -0.960 1.045 -0.145 -0.1067 -0.0217 0.0586
C -0.323 -0.048 -1.048 0.0701 0.1497 -0.4494
C -1.119 -1.115 -0.259 -0.2737 -0.4664 -0.3397
H 1.601 1.227 0.661 0.0385 -0.0731 -0.0634
H 2.361 0.833 -0.906 -0.0164 -0.0142 0.1254
H 2.727 -0.141 0.527 -0.0613 0.1069 -0.0563
H 0.337 -1.750 1.448 -0.0150 0.0832 -0.1573
H -1.972 -0.236 1.548 0.0962 0.3779 0.9439
H -0.355 1.927 0.111 -0.1684 -0.2913 0.0637
H -1.930 1.372 -0.527 0.1501 -0.0584 -0.1461
H -0.282 0.069 -2.130 0.1574 0.0046 0.0896
H -1.764 -1.944 -0.512 -0.0240 0.1889 -0.0640
```
Forces are in eV/Å.

Energy above the lowest of the compared OMol25 structures with the same formula, charge and spin = 78.2 kcal/mol
LUMO level = 1.2 eV
Orbital gap = 9.6216 eV
Highest occupied orbital energy = -8.429 eV
E = -7854.76733 eV

Mulliken atomic charge list, values in e, 8 entries:
1 C -0.927
2 N -0.154
3 C -0.574
4 C -0.236
5 C -0.731
6 C -0.309
7 C -0.320
8 H 0.323

Molecular formula: C6H9N
Method: DFT, wB97M-V/def2-TZVPD

XYZ file:
```
16
Properties=species:S:1:pos:R:3:forces:R:3
C -1.170 0.307 1.186 -3.6420 -0.6092 2.0925
C 0.028 -0.029 1.517 5.3531 1.3292 1.5662
C 1.272 -0.142 0.407 -3.3999 -3.8483 1.5891
C 0.978 0.823 -0.768 2.4640 -0.7602 -0.4488
C -0.180 -0.147 -1.091 -1.0827 4.3944 -0.0046
C -1.480 0.028 -0.193 1.2132 -3.1019 -2.3520
N 0.552 -1.226 -0.580 -0.9106 -0.6445 4.0435
H -2.085 0.306 1.967 2.3325 0.3245 -1.6919
H 0.370 -0.032 2.583 -0.3207 -0.1671 -0.9757
H 2.129 -0.687 1.014 -1.0224 1.9049 -1.7694
H 0.894 1.809 -0.400 -0.4044 1.4787 -0.2627
H 1.685 0.725 -1.749 -1.2066 0.3656 2.7173
H -0.447 0.268 -2.074 -0.2345 -2.1446 -0.7210
H -2.068 0.692 -0.755 -1.4935 0.7217 -0.2521
H -1.833 -1.092 -0.158 -0.2462 2.1758 -0.4994
H 1.353 -1.602 -0.906 2.6005 -1.4191 -3.0309
```
Forces are in eV/Å.

Energy above the lowest of the compared OMol25 structures with the same formula, charge and spin = 122.1 kcal/mol
LUMO level = 1.1 eV
SMILES = C1=C[C@@H]2C[C@H](C1)N2
Orbital gap = 9.7197 eV
Highest occupied orbital energy = -8.668 eV
E = -7852.86375 eV

Mulliken atomic charge list, values in e, 8 entries:
1 C -0.602
2 C -0.208
3 C -0.168
4 C -0.602
5 C -0.039
6 C -0.460
7 N -0.627
8 H 0.221

Molecular formula: C6H9N
Method: DFT, wB97M-V/def2-TZVPD

XYZ file:
```
16
Properties=species:S:1:pos:R:3:forces:R:3
C -2.099 0.894 -0.372 -0.4900 -0.0047 0.2245
C -0.403 0.434 -0.978 0.4904 -0.1637 -0.5469
N -1.271 1.717 -0.927 -0.2295 -0.7103 0.7107
C 0.982 0.950 -0.661 0.3790 0.1629 -0.0544
C 0.495 -0.180 0.126 -0.0214 0.1130 -0.1358
C 0.561 -0.652 1.531 -0.1914 0.1822 0.0790
C 1.089 -1.520 0.402 -0.0679 -0.0651 -0.2072
H -2.466 0.954 0.665 -0.2885 0.4184 -0.0371
H -2.586 0.088 -0.958 0.2855 -0.3547 0.2376
H -0.541 -0.250 -1.811 0.0261 0.3118 -0.2094
H 0.936 1.918 -0.181 0.2092 -0.0078 -0.1526
H 1.673 0.850 -1.489 0.3116 -0.1340 0.2469
H -0.371 -0.968 1.993 0.1299 0.0443 -0.0291
H 1.277 -0.195 2.213 -0.1725 -0.0714 -0.1951
H 2.173 -1.613 0.317 -0.3195 0.1060 -0.0662
H 0.552 -2.426 0.131 -0.0509 0.1730 0.1351
```
Forces are in eV/Å.

Energy above the lowest of the compared OMol25 structures with the same formula, charge and spin = 137.2 kcal/mol
LUMO level = 1.0 eV
Orbital gap = 8.9321 eV
Highest occupied orbital energy = -7.957 eV
E = -7852.21090 eV

Mulliken atomic charge list, values in e, 8 entries:
1 C -0.337
2 C 0.038
3 N -0.648
4 C -0.721
5 C 0.279
6 C -0.452
7 C -0.710
8 H 0.268